Computed, not measured: a cluster of 2 separate species, C3H3BrOS in total, with the ωB97M-V functional and the def2-TZVPD basis.

```
9
Properties=species:S:1:pos:R:3:forces:R:3:lowdin_charge:R:1
C 0.90801 -1.82378 0.05476 1.857 -0.631 0.442 -0.03
C -0.33900 -1.39473 0.09446 -0.944 -0.822 -1.306 -0.30
O -1.47694 -1.12853 -0.06246 1.902 -0.030 0.758 0.13
H 1.28442 -2.82638 -0.35551 -1.469 1.558 0.461 0.09
H 1.77331 -1.30628 0.53805 -1.341 -0.043 -0.351 0.06
S 0.92640 1.82510 -0.67492 -1.284 0.622 0.989 0.58
C -0.59432 2.19955 -0.15988 2.160 -1.392 -2.312 -1.22
Br -1.19216 2.27451 1.57087 -0.302 0.224 0.419 0.69
H -1.28972 2.18055 -1.00536 -0.580 0.515 0.899 -0.01
```
Forces are in eV/Å.

HOMO energy (alpha / beta): -9.24 / -9.24 eV
frontier orbital gap (alpha / beta): 8.421 / 8.421 eV
structure (SMILES): C=C=O.S=CBr


Computed, not measured: a structure of composition C31H28IN6O3S5Ti, with the ωB97M-V functional and the def2-TZVPD basis.

```
75
Properties=species:S:1:pos:R:3:forces:R:3:lowdin_charge:R:1
Ti -0.16593 -0.59083 -0.12645 -0.116 0.828 0.263 0.71
S 1.67489 1.73097 2.40720 0.240 -0.197 -0.002 0.77
C 3.00246 1.26625 1.31949 -0.146 0.149 0.056 -0.57
C 3.93536 2.30461 1.24007 0.040 0.038 0.027 -0.13
C 5.03468 2.22740 0.40816 -0.009 -0.121 -0.042 -0.06
C 5.22196 1.09105 -0.37104 -0.021 0.124 0.089 -0.06
C 4.31496 0.04949 -0.28348 0.102 -0.110 -0.072 -0.09
C 3.20043 0.11909 0.54989 -0.015 -0.239 0.147 -0.46
S 2.14533 -1.31320 0.75804 0.315 0.261 0.018 1.02
C 2.41284 -2.29825 -0.73755 0.071 -0.044 -0.066 -0.32
C 2.04647 -1.52188 -1.95937 0.020 -0.252 -0.034 -0.36
C 2.86124 -1.48915 -3.03624 -0.038 -0.080 0.071 -0.04
C 2.44102 -0.77008 -4.20218 -0.119 0.079 0.025 -0.06
C 1.25811 -0.13556 -4.18409 0.054 -0.170 -0.046 -0.03
C 0.39364 -0.15179 -3.01164 0.140 0.219 -0.090 -0.35
C -0.72663 0.61121 -3.01769 0.031 0.055 0.012 -0.01
S -2.22521 0.55434 0.26074 0.031 -0.139 0.069 0.77
C -2.12364 1.59563 1.67505 0.021 0.058 -0.011 -0.63
C -3.12738 2.54218 1.88996 0.028 -0.021 -0.004 -0.10
C -3.13695 3.30485 3.04527 0.034 -0.013 0.032 -0.06
C -2.16207 3.12564 4.02097 -0.055 0.029 -0.018 -0.06
C -1.16738 2.18472 3.82681 0.044 -0.010 0.025 -0.11
C -1.14169 1.44626 2.64904 0.071 -0.033 -0.115 -0.58
S 0.17020 0.26845 2.39406 -0.277 0.138 -0.011 0.70
N 0.82060 -0.89217 -1.89737 -0.187 0.076 0.089 -0.03
H 3.78227 3.19406 1.84143 -0.017 -0.007 -0.015 0.11
H 5.73766 3.04827 0.37092 0.007 -0.006 -0.006 0.12
H 6.07789 1.00245 -1.02577 0.000 0.002 -0.001 0.12
H 4.49517 -0.83692 -0.87158 -0.033 -0.008 0.016 0.10
H 1.75037 -3.15286 -0.56853 -0.045 0.006 0.004 0.08
H 3.42820 -2.68872 -0.76997 0.000 0.065 0.025 0.10
H 3.80047 -2.02396 -3.01944 -0.006 -0.003 0.010 0.12
H 3.07569 -0.73698 -5.07739 -0.003 -0.004 -0.006 0.11
H 0.90718 0.42755 -5.03835 -0.002 -0.010 -0.007 0.11
H -1.39622 0.72701 -2.17779 -0.005 -0.046 0.019 -0.01
H -0.97689 1.16023 -3.91444 -0.019 -0.025 -0.015 0.07
H -3.90534 2.66481 1.14741 0.004 -0.002 -0.006 0.11
H -3.92071 4.03595 3.19267 0.004 0.003 0.001 0.11
H -2.18306 3.70999 4.93032 0.000 -0.002 -0.001 0.11
H -0.40866 2.02036 4.58229 -0.009 0.008 0.002 0.11
N -4.79926 -5.77825 4.75323 -0.020 -0.013 0.014 0.12
C -3.70706 -5.23539 4.12732 0.053 0.032 -0.038 -0.31
C -3.38716 -3.87998 4.30384 -0.005 -0.029 -0.001 -0.02
C -2.30927 -3.32831 3.64819 -0.013 0.030 0.021 -0.05
C -1.54363 -4.11443 2.79360 0.019 0.156 -0.001 -0.32
C -1.84882 -5.45338 2.60321 0.030 -0.098 -0.093 -0.06
C -2.91747 -6.01328 3.26819 -0.029 0.037 0.043 -0.02
S -0.17352 -3.39582 1.99505 0.193 -0.262 0.223 0.60
O 0.55139 -2.59246 2.93736 -0.157 0.027 0.010 -0.37
O 0.54684 -4.39684 1.25446 -0.085 0.017 -0.059 -0.28
N -0.79855 -2.30622 0.89870 0.521 0.067 0.005 -0.20
C -1.59050 -2.75630 -0.11099 -0.117 -0.067 -0.326 -0.48
N -1.66653 -1.79379 -1.05636 -0.144 -0.230 -0.260 -0.05
C -2.37939 -2.03565 -2.15690 -0.033 0.001 0.078 -0.07
C -3.03658 -3.23948 -2.30014 -0.019 0.042 -0.069 -0.02
C -2.89705 -4.16407 -1.27381 0.024 0.015 0.038 -0.07
N -2.16975 -3.94422 -0.18364 -0.004 0.058 -0.010 0.18
H -5.18979 -5.28367 5.53605 -0.002 -0.001 0.001 0.10
H -4.85985 -6.77969 4.81258 -0.002 -0.002 0.001 0.10
H -3.98713 -3.26930 4.96696 -0.005 -0.012 0.003 0.11
H -2.05351 -2.28754 3.80608 0.008 -0.010 -0.009 0.12
H -1.24511 -6.04675 1.93025 0.000 0.014 0.005 0.12
H -3.15388 -7.06030 3.12576 -0.003 -0.001 0.005 0.12
H -2.41000 -1.25432 -2.90317 0.008 0.013 -0.002 0.11
H -3.63198 -3.45165 -3.17448 0.006 0.013 -0.001 0.11
H -3.38909 -5.12856 -1.33209 0.015 -0.002 0.021 0.12
N 2.15918 2.52535 -1.53455 -0.137 -0.013 -0.055 0.25
C 0.96387 2.31235 -1.00788 -0.029 0.031 -0.104 -0.60
O 0.73292 1.25978 -0.38985 -0.224 -0.435 0.213 -0.22
C -0.10456 3.35741 -1.12831 -0.046 -0.088 -0.120 -0.55
I 0.47712 5.17878 -0.19314 0.018 0.010 0.052 0.87
H 2.86519 1.80690 -1.44415 0.053 0.042 -0.031 0.11
H 2.39960 3.41167 -1.94678 -0.008 0.003 0.001 0.12
H -0.99529 2.99377 -0.62766 -0.024 0.012 -0.017 0.03
H -0.31764 3.57407 -2.17173 0.025 0.047 0.030 0.06
```
Forces are in eV/Å.

net charge: +1
HOMO energy: -9.63 eV
frontier orbital gap: 6.066 eV


Computed, not measured: a cluster of 3 separate species, C4H9NO2 in total, with the ωB97M-V functional and the def2-TZVPD basis.

```
16
Properties=species:S:1:pos:R:3:forces:R:3:lowdin_charge:R:1
C -1.36056 -1.09428 0.71255 0.395 0.191 -0.135 -0.01
C -0.15730 -1.58959 0.40962 -0.169 0.269 -0.149 -0.08
C 1.16939 -1.06563 0.96670 -0.151 -0.050 -0.202 -0.54
N 1.20958 0.27213 1.28737 0.097 -0.056 -0.092 0.15
O 2.12224 -1.80515 1.13729 -0.532 0.127 -0.050 0.04
H -2.30799 -1.47390 0.31698 0.499 -0.098 0.063 0.07
H -1.43592 -0.21984 1.34507 -0.057 -0.049 0.251 0.06
H -0.08977 -2.41879 -0.29653 0.256 0.046 0.396 0.11
H 2.12384 0.62028 1.56313 -0.286 -0.270 -0.104 0.11
H 0.66618 0.92756 0.73999 -0.108 -0.169 0.106 0.05
H 2.35683 1.30668 -1.37599 -0.174 0.076 -0.044 0.05
H 1.66530 1.59356 -1.37497 0.229 -0.064 -0.030 0.02
C -1.48074 1.21019 -1.30959 0.021 0.527 0.142 -0.15
O -0.72390 1.94591 -0.72294 -0.380 -0.325 -0.141 -0.06
H -1.10762 0.42068 -1.98020 -0.058 -0.043 0.013 0.09
H -2.58817 1.32671 -1.21759 0.418 -0.113 -0.023 0.09
```
Forces are in eV/Å.

HOMO energy: -9.85 eV
frontier orbital gap: 10.048 eV
structure (SMILES): C=CC(N)=O.[H][H].C=O


Computed, not measured: a structure of composition C30H28BrF9N2SSc, with the ωB97M-V functional and the def2-TZVPD basis.

```
72
Properties=species:S:1:pos:R:3:forces:R:3:lowdin_charge:R:1
Sc 0.45815 -0.70818 0.23313 -0.202 0.076 0.198 0.78
C -0.67805 2.04497 3.23680 -0.038 0.081 0.070 -0.07
C 0.62019 2.40434 2.52982 0.037 0.103 -0.131 -0.23
N 0.69733 2.08489 1.08898 0.025 -0.038 0.235 -0.18
C 0.03467 3.09323 0.25631 -0.038 0.006 -0.076 -0.23
C -1.48312 3.13722 0.35231 -0.094 -0.005 0.019 -0.07
C 2.11572 2.05388 0.70683 0.018 0.017 0.135 -0.19
C 2.33932 1.62544 -0.74820 0.100 -0.088 -0.010 -0.21
N 1.30221 0.69313 -1.13622 -0.021 0.067 -0.318 -0.10
C 0.74562 0.83655 -2.36236 0.101 -0.032 0.126 -0.19
C -0.62723 0.56235 -2.48552 0.135 0.065 -0.170 -0.15
F -1.25931 0.23803 -1.33180 -0.273 -0.039 0.069 0.01
C -1.33000 0.67118 -3.65538 0.112 0.025 -0.013 -0.22
F -2.64312 0.41307 -3.66091 -0.215 -0.042 -0.008 0.09
C -0.70174 1.08000 -4.81871 -0.067 0.000 -0.083 0.05
C 0.64392 1.37080 -4.72954 0.027 -0.015 0.092 -0.23
F 1.30172 1.75720 -5.83560 0.084 0.046 -0.142 0.08
C 1.36032 1.25697 -3.55393 -0.149 -0.033 -0.007 -0.14
F 2.68343 1.50002 -3.58081 0.164 0.035 -0.005 0.08
H -0.50533 2.06351 4.31605 -0.001 0.018 -0.039 0.08
H -0.99596 1.04106 2.97534 0.056 -0.004 0.041 0.04
H -1.49530 2.73371 3.02419 0.046 -0.058 -0.014 0.06
H 1.42382 1.85549 3.01657 0.029 -0.103 -0.009 0.10
H 0.84414 3.47602 2.67148 0.003 -0.007 0.008 0.12
H 0.30992 2.88577 -0.77881 -0.101 0.004 0.107 0.10
H 0.45561 4.08309 0.50070 -0.011 0.056 -0.022 0.12
H -1.90117 2.13148 0.40133 0.025 0.028 -0.027 0.06
H -1.88861 3.62531 -0.53633 0.011 0.005 0.015 0.08
H -1.83513 3.69442 1.21997 0.026 -0.021 -0.020 0.06
H 2.61655 1.36477 1.38322 -0.027 -0.060 0.001 0.08
H 2.58396 3.03921 0.86615 0.004 0.030 0.002 0.13
H 3.34655 1.19878 -0.81880 0.017 -0.019 -0.035 0.12
H 2.33711 2.50431 -1.39535 -0.034 0.066 -0.046 0.11
H -1.23624 1.16026 -5.75417 0.024 -0.001 0.046 0.13
F -5.60535 -1.40675 3.49902 -0.143 0.038 0.123 0.11
C -4.62308 -1.69313 2.63986 0.023 -0.018 -0.024 -0.15
C -3.63319 -0.76969 2.37150 -0.029 -0.146 -0.088 -0.15
F -3.64007 0.42509 2.96408 -0.022 0.148 0.078 0.12
C -2.64448 -1.11281 1.47760 -0.103 -0.119 -0.049 -0.25
F -1.68404 -0.19063 1.23787 0.309 0.406 -0.025 -0.01
C -2.54312 -2.32646 0.81618 0.131 0.020 -0.232 -0.54
S -1.20660 -2.67690 -0.25715 -0.198 -0.116 0.353 0.68
C -3.56651 -3.22273 1.11558 -0.076 -0.001 0.037 -0.24
F -3.59290 -4.42630 0.54278 0.012 -0.178 -0.093 0.09
C -4.58161 -2.92101 2.00446 0.093 0.051 -0.042 -0.15
F -5.53775 -3.81772 2.26070 -0.124 -0.118 0.030 0.11
C 3.46461 -4.62351 -2.36254 0.024 -0.035 -0.018 -0.07
C 3.35056 -4.43910 -0.84298 -0.046 0.002 0.027 -0.64
C 4.75406 -4.30163 -0.23935 0.023 0.026 0.025 -0.07
C 2.64749 -5.65948 -0.23052 0.025 -0.034 0.003 -0.06
C 2.55208 -3.23695 -0.55564 -0.043 0.068 -0.111 -0.15
C 1.83379 -2.27572 -0.34129 0.392 -0.150 -0.117 -0.13
H 4.09126 -5.49211 -2.59115 -0.031 0.018 -0.001 0.08
H 3.90792 -3.73994 -2.82524 -0.001 -0.024 0.022 0.08
H 2.47789 -4.77780 -2.80250 0.025 0.020 0.011 0.08
H 5.33979 -5.20376 -0.44419 -0.008 0.037 0.013 0.08
H 4.69582 -4.15992 0.84167 -0.008 -0.006 -0.035 0.08
H 5.27485 -3.44167 -0.66599 -0.025 -0.029 0.008 0.08
H 3.23883 -6.56488 -0.40481 -0.034 0.021 -0.006 0.08
H 1.65846 -5.79051 -0.67268 0.026 0.007 0.016 0.08
H 2.51741 -5.52552 0.84457 0.020 -0.001 -0.024 0.09
Br 2.43079 -2.00157 6.81121 0.027 -0.010 0.059 0.67
C 1.91435 -1.60562 5.02056 -0.048 -0.003 -0.074 -0.71
C 0.62749 -1.88911 4.60484 0.007 0.012 0.014 -0.14
C 0.26551 -1.57587 3.29683 -0.018 0.092 0.111 -0.12
C 1.13343 -0.97575 2.37579 0.014 -0.073 -0.042 -0.21
C 2.43676 -0.76856 2.84671 0.085 -0.085 0.128 -0.15
C 2.83783 -1.05877 4.14765 -0.004 -0.001 -0.022 -0.15
H -0.07907 -2.34645 5.28648 0.008 0.003 -0.014 0.09
H -0.75012 -1.83181 3.00663 -0.011 0.002 0.001 0.08
H 3.21143 -0.40098 2.17826 -0.035 0.008 -0.017 0.09
H 3.85494 -0.87980 4.47385 -0.008 0.005 -0.012 0.09
```
Forces are in eV/Å.

net charge: -1
HOMO energy: -5.18 eV
frontier orbital gap: 7.689 eV


Calculated M, 167.03 867.71 103.12 744.48 g mol⁻¹ (same order as the records).
Calculated strongest force on any atom, 3.5 0.9 0.5 0.5 eV/Å (same order as the records).
Calculated energy relative to the best compared isomer or geometry (same formula, charge and spin), 27.28 51.43 68.85 10.24 kcal per mole (same order as the records).